Record 1
The following is a DFT calculation (ωB97M-V with the def2-TZVPD basis set) of C3I6 as an isolated structure.

Computed properties:
Highest occupied orbital energy (alpha / beta) ... -8.77 / -8.39 eV
Orbital gap (alpha / beta) ... 6.3 / 5.1 eV
Strongest force on any atom ... 0.025 Eh/bohr
ΔE to the lowest compared entry with this formula, charge and spin ... 368.3 kJ/mol

Structure (ORCA input):
```
! wB97M-V def2-TZVPD RIJCOSX def2/J DEFGRID3
* xyz 0 1
C -0.97 -0.09 0.12
C 2.43 0.37 1.82
C -0.46 0.50 -0.80
I -2.27 -1.42 0.89
I 2.52 2.38 1.62
I 2.58 -1.03 0.35
I 2.10 -2.20 -2.24
I 0.54 1.91 -1.82
I -6.48 -0.42 0.04
*
```

Record 2
The following is a DFT calculation (ωB97M-V with the def2-TZVPD basis set) of C3H8O in the gas phase.

Computed properties:
Highest occupied orbital energy ... -10.30 eV
Orbital gap ... 11.3 eV
Strongest force on any atom ... 0.031 Eh/bohr
ΔE to the lowest compared entry with this formula, charge and spin ... 26.5 kJ/mol
SMILES string ... CCCO

Structure (ORCA input):
```
! wB97M-V def2-TZVPD RIJCOSX def2/J DEFGRID3
* xyz 0 1
C 1.29 0.56 0.20
C 0.30 -0.39 -0.51
C -0.99 -0.60 0.25
O -1.62 0.62 0.60
H 0.79 1.52 0.46
H 1.60 0.11 1.11
H 2.13 0.84 -0.45
H 0.05 0.01 -1.49
H 0.76 -1.38 -0.72
H -0.80 -1.18 1.19
H -1.69 -1.17 -0.38
H -1.81 1.06 -0.24
*
```

Record 3
The following is a DFT calculation (ωB97M-V with the def2-TZVPD basis set) of C4H6O in the gas phase.

Computed properties:
Highest occupied orbital energy ... -10.19 eV
Orbital gap ... 11.2 eV
Strongest force on any atom ... 0.010 Eh/bohr
ΔE to the lowest compared entry with this formula, charge and spin ... 182.1 kJ/mol
SMILES string ... C#CCOC

Structure (ORCA input):
```
! wB97M-V def2-TZVPD RIJCOSX def2/J DEFGRID3
* xyz 0 1
C 2.21 0.51 -0.92
C 1.41 -0.04 -0.22
C 0.41 -0.68 0.66
O -0.66 0.16 1.02
C -1.61 0.36 0.00
H 2.93 1.01 -1.54
H 0.90 -0.97 1.60
H 0.04 -1.60 0.18
H -1.69 -0.52 -0.66
H -1.37 1.24 -0.62
H -2.57 0.52 0.49
*
```

Record 4
The following is a DFT calculation (ωB97M-V with the def2-TZVPD basis set) of a 15-piece molecular cluster, C60H105N15 overall.

Computed properties:
Highest occupied orbital energy ... -10.96 eV
Orbital gap ... 10.9 eV
Strongest force on any atom ... 0.111 Eh/bohr
ΔE to the lowest compared entry with this formula, charge and spin ... 340.0 kJ/mol

Structure (ORCA input):
```
! wB97M-V def2-TZVPD RIJCOSX def2/J DEFGRID3
* xyz 0 1
C -0.79 1.00 6.98
C -2.10 1.11 6.06
C -3.42 1.22 6.87
C -3.77 -0.13 7.34
N -4.09 -1.19 7.71
H -0.69 1.87 7.63
H 0.09 0.97 6.34
H -0.85 0.11 7.62
H -2.07 0.34 5.29
H -2.01 2.05 5.51
H -4.15 1.64 6.18
H -3.36 1.88 7.74
C 0.31 4.59 3.73
C 0.99 3.22 3.96
C 2.25 3.02 3.05
C 3.31 3.95 3.28
N 4.18 4.71 3.54
H -0.06 4.71 2.71
H 1.03 5.40 3.89
H -0.48 4.86 4.42
H 0.26 2.45 3.74
H 1.32 3.09 5.00
H 1.97 3.03 2.00
H 2.71 2.04 3.16
C 4.06 5.56 -0.14
C 5.02 4.98 -1.28
C 4.50 3.64 -1.70
C 4.36 2.71 -0.58
N 4.27 1.99 0.32
H 3.02 5.28 -0.33
H 4.13 6.64 0.00
H 4.29 5.15 0.85
H 6.05 4.96 -0.93
H 5.10 5.62 -2.16
H 5.23 3.23 -2.40
H 3.54 3.70 -2.20
C -5.12 -1.98 -1.25
C -4.83 -2.87 -0.10
C -3.29 -3.17 -0.06
C -2.97 -4.40 0.61
N -2.69 -5.39 1.18
H -4.58 -1.04 -1.09
H -6.16 -1.77 -1.50
H -4.71 -2.42 -2.16
H -5.35 -3.82 -0.21
H -5.13 -2.42 0.85
H -2.81 -2.39 0.53
H -2.82 -3.14 -1.04
C 6.44 -1.61 -1.81
C 5.40 -2.20 -0.84
C 5.09 -3.67 -1.09
C 4.63 -4.01 -2.42
N 4.21 -4.29 -3.42
H 7.42 -2.00 -1.55
H 6.43 -0.52 -1.78
H 6.30 -1.87 -2.86
H 4.51 -1.59 -0.95
H 5.78 -2.10 0.18
H 4.28 -3.88 -0.38
H 5.86 -4.38 -0.80
C 3.30 -0.23 -6.38
C 3.87 0.16 -5.01
C 2.87 -0.17 -3.86
C 1.47 0.33 -3.93
N 0.40 0.73 -3.96
H 3.13 -1.31 -6.29
H 4.04 -0.02 -7.15
H 2.36 0.27 -6.59
H 4.20 1.20 -4.98
H 4.80 -0.38 -4.84
H 3.30 0.25 -2.95
H 2.82 -1.26 -3.86
C -1.50 -2.37 -3.60
C -0.22 -2.85 -2.86
C 0.59 -3.98 -3.55
C 1.13 -3.65 -4.92
N 1.56 -3.39 -5.98
H -1.28 -1.99 -4.59
H -2.06 -1.59 -3.08
H -2.24 -3.16 -3.74
H -0.45 -3.07 -1.81
H 0.46 -2.00 -2.77
H -0.06 -4.85 -3.62
H 1.44 -4.31 -2.96
C -2.32 3.30 -2.51
C -1.48 4.31 -3.24
C 0.02 4.23 -2.87
C 0.22 4.28 -1.38
N 0.36 4.31 -0.24
H -3.35 3.26 -2.85
H -2.17 3.53 -1.46
H -1.97 2.27 -2.58
H -1.85 5.32 -3.03
H -1.60 4.28 -4.32
H 0.58 5.09 -3.24
H 0.40 3.26 -3.17
C -6.22 2.49 -2.52
C -7.47 2.62 -3.41
C -8.33 1.32 -3.54
C -8.54 0.55 -2.27
N -8.71 -0.03 -1.28
H -6.39 2.01 -1.56
H -5.75 3.47 -2.42
H -5.51 1.84 -3.04
H -7.17 3.12 -4.33
H -8.09 3.36 -2.90
H -7.89 0.69 -4.32
H -9.37 1.50 -3.81
C 0.96 -6.09 1.17
C 2.33 -5.71 1.61
C 2.64 -6.01 3.12
C 2.52 -7.44 3.44
N 2.42 -8.57 3.69
H 0.89 -7.17 1.03
H 0.69 -5.71 0.18
H 0.21 -5.66 1.83
H 2.50 -4.65 1.43
H 3.09 -6.22 1.02
H 2.06 -5.49 3.89
H 3.64 -5.67 3.38
C -3.94 -0.91 -5.27
C -3.31 0.47 -5.05
C -3.44 1.50 -6.22
C -4.85 1.78 -6.58
N -5.97 2.00 -6.86
H -3.23 -1.54 -5.80
H -4.85 -0.91 -5.86
H -4.09 -1.37 -4.29
H -2.26 0.35 -4.76
H -3.77 0.95 -4.18
H -2.95 1.05 -7.08
H -2.99 2.45 -5.96
C -4.57 2.66 0.81
C -3.34 2.80 1.63
C -3.23 1.91 2.83
C -3.29 0.45 2.64
N -3.33 -0.72 2.53
H -4.69 1.64 0.43
H -4.59 3.28 -0.08
H -5.49 2.85 1.36
H -3.30 3.85 1.92
H -2.45 2.70 1.00
H -4.00 2.23 3.53
H -2.24 2.16 3.22
C -0.16 -2.95 2.91
C -0.26 -3.00 4.38
C 0.97 -2.37 5.14
C 1.37 -1.04 4.62
N 1.72 -0.07 4.17
H 0.80 -3.34 2.59
H -0.16 -1.92 2.54
H -0.93 -3.49 2.36
H -0.32 -4.05 4.68
H -1.21 -2.54 4.64
H 1.79 -3.08 5.09
H 0.65 -2.29 6.18
C 6.05 1.31 4.70
C 5.11 0.22 4.18
C 5.85 -1.07 3.72
C 4.77 -2.07 3.52
N 3.99 -2.88 3.38
H 6.90 1.62 4.11
H 6.38 1.05 5.70
H 5.34 2.14 4.72
H 4.57 0.44 3.26
H 4.40 -0.04 4.97
H 6.45 -1.46 4.54
H 6.40 -1.02 2.78
C -0.96 -0.10 -0.46
C 0.02 0.54 0.52
C 1.45 0.18 0.08
C 1.80 -1.20 -0.25
N 2.07 -2.33 -0.55
H -0.94 -1.19 -0.49
H -0.77 0.38 -1.42
H -1.99 0.13 -0.17
H -0.08 0.20 1.55
H -0.09 1.61 0.66
H 2.06 0.39 0.96
H 1.79 0.83 -0.73
*
```

Record 5
The following is a DFT calculation (ωB97M-V with the def2-TZVPD basis set) of C33H44BrN7O2Sb2Zr as an isolated structure.

Computed properties:
Highest occupied orbital energy ... -16.92 eV
Orbital gap ... 4.3 eV
Strongest force on any atom ... 0.031 Eh/bohr
ΔE to the lowest compared entry with this formula, charge and spin ... 179.4 kJ/mol

Structure (ORCA input):
```
! wB97M-V def2-TZVPD RIJCOSX def2/J DEFGRID3
* xyz 4 1
Zr -1.05 0.22 1.05
N -0.78 1.22 -0.98
C -0.65 2.69 -0.85
C -1.90 3.21 -0.15
N -2.14 2.49 1.13
C -1.77 3.28 2.33
C -0.37 2.91 2.78
N -0.35 1.44 3.00
H 0.05 0.86 -1.51
H -1.57 1.04 -1.62
H -0.57 3.18 -1.83
H 0.26 2.93 -0.29
H -2.76 3.05 -0.81
H -1.80 4.28 0.02
H -3.16 2.42 1.19
H -2.47 3.08 3.15
H -1.83 4.36 2.14
H -0.11 3.46 3.70
H 0.37 3.17 2.01
H -1.04 1.26 3.75
H 0.55 1.20 3.43
C 1.83 -1.00 -4.91
Sb 1.97 0.05 -3.04
C 2.11 2.03 -3.88
C 4.14 -0.35 -2.78
C 4.82 0.73 -2.08
C 5.58 1.64 -2.84
C 6.37 2.60 -2.25
C 6.40 2.69 -0.86
C 5.62 1.85 -0.09
C 4.80 0.87 -0.67
C 4.01 -0.01 0.21
Sb 2.06 0.84 0.89
C 1.65 -0.75 2.35
C 3.04 2.09 2.37
H 2.61 -0.65 -5.57
H 0.87 -0.81 -5.38
H 1.95 -2.07 -4.75
H 2.81 1.99 -4.71
H 2.47 2.74 -3.15
H 1.15 2.35 -4.27
H 4.49 -0.45 -3.81
H 4.20 -1.32 -2.29
H 5.58 1.54 -3.92
H 6.96 3.25 -2.86
H 7.03 3.43 -0.38
H 5.67 1.91 0.98
H 4.53 -0.16 1.16
H 3.81 -0.98 -0.25
H 1.78 -0.41 3.38
H 2.36 -1.57 2.21
H 0.62 -1.12 2.20
H 3.82 1.49 2.84
H 2.36 2.47 3.14
H 3.50 2.95 1.88
O -6.03 -4.41 -1.38
N -5.01 -4.54 -2.01
O -4.79 -5.27 -2.93
C -3.86 -3.73 -1.55
C -2.63 -4.29 -1.66
C -1.47 -3.59 -1.22
C -0.19 -4.14 -1.39
C 0.90 -3.39 -1.02
C 0.70 -2.15 -0.42
N -0.51 -1.61 -0.16
C -1.60 -2.31 -0.62
C -2.89 -1.71 -0.52
N -2.98 -0.45 0.01
C -4.19 0.12 0.02
C -5.35 -0.48 -0.45
C -5.28 -1.77 -0.96
C -4.04 -2.41 -1.01
H -2.52 -5.27 -2.09
H -0.08 -5.13 -1.82
H 1.90 -3.75 -1.18
H 1.57 -1.60 -0.10
H -4.26 1.13 0.41
H -6.28 0.05 -0.42
H -6.17 -2.27 -1.32
Br -4.90 -2.76 6.06
C -3.82 -1.99 4.73
C -2.71 -2.66 4.18
C -1.95 -2.04 3.21
N -2.18 -0.79 2.74
C -3.26 -0.16 3.27
C -4.09 -0.70 4.23
H -2.46 -3.64 4.53
H -1.10 -2.58 2.79
H -3.47 0.84 2.90
H -4.94 -0.14 4.60
*
```

Record 6
The following is a DFT calculation (ωB97M-V with the def2-TZVPD basis set) of a 4-piece molecular cluster, C5H18N2O3 overall.

Computed properties:
Highest occupied orbital energy ... -7.36 eV
Orbital gap ... 8.0 eV
Strongest force on any atom ... 0.062 Eh/bohr
ΔE to the lowest compared entry with this formula, charge and spin ... 150.9 kJ/mol
SMILES string ... CCC/C(N)=C/N.O.O.O

Structure (ORCA input):
```
! wB97M-V def2-TZVPD RIJCOSX def2/J DEFGRID3
* xyz 0 1
C -0.40 2.70 0.62
C -1.20 1.37 0.53
C -0.55 0.37 -0.39
C 0.60 -0.35 0.31
N 1.91 -0.08 -0.15
C 0.41 -1.01 1.45
N 1.27 -1.79 2.19
H -0.44 3.21 1.57
H -0.66 3.33 -0.24
H 0.67 2.52 0.57
H -2.28 1.61 0.38
H -1.27 0.98 1.55
H -1.28 -0.44 -0.60
H -0.41 0.84 -1.43
H 2.57 -0.83 -0.29
H 1.95 0.37 -1.05
H -0.65 -1.06 1.73
H 2.22 -1.39 2.25
H 1.08 -2.24 3.08
O -3.80 -1.39 0.99
H -3.23 -1.05 0.27
H -3.26 -2.24 0.97
O 1.53 2.19 -2.50
H 1.30 2.36 -1.58
H 0.91 2.82 -2.90
O 0.46 -2.04 -2.23
H 0.65 -2.02 -1.30
H 1.25 -2.32 -2.70
*
```